The following is a quantum chemistry calculation of a cluster of 15 separate species, C65H106NO39 in total in a non-equilibrium geometry, from OMol25.

```
211
Properties=species:S:1:pos:R:3:lowdin_charge:R:1
C -30.9622 -2.4800 6.0852 -0.302
H -21.6192 -5.5803 7.4479 0.125
H -19.2207 1.7401 -0.0617 0.086
O -29.5033 -0.6002 3.5423 0.143
H -24.1524 -7.5095 5.6191 0.085
H -27.7640 2.7485 9.8179 0.083
H -28.5929 -6.9397 1.3808 0.080
C -26.5700 -5.3640 -2.8866 -0.391
H -21.0031 -4.9960 2.6746 0.121
C -27.8529 0.6409 7.9845 -0.152
C -21.4426 -0.4103 4.1633 -0.080
C -27.5856 3.0254 8.7789 0.005
C -25.0677 -2.4466 7.9570 -0.346
C -19.5947 -7.7102 2.4244 -0.559
H -23.4299 1.5528 2.6981 0.080
H -29.7326 -3.6705 7.3214 0.072
H -32.7984 -1.2779 6.1647 0.134
C -31.7185 -1.1618 6.0731 -0.121
O -29.8627 -2.1185 5.2400 0.072
C -19.9504 -6.0055 0.9496 -0.317
C -24.8318 3.1220 3.0196 -0.167
H -24.3961 -3.3510 -3.6827 0.115
O -29.8883 -2.8305 0.2041 0.097
O -30.5618 -5.8965 5.2813 0.077
H -27.2666 -3.9440 1.6681 0.055
H -21.2840 -6.4954 5.3533 0.131
C -28.1192 -1.4614 -4.7171 -0.002
C -20.0584 -5.4379 2.3579 -0.048
O -21.6609 -8.3742 6.0230 0.100
H -22.1014 -6.0695 0.5959 0.083
H -23.5193 -0.5536 3.8264 0.128
H -24.1817 -3.6539 6.4138 0.120
H -25.4740 -1.9080 7.1009 0.116
C -24.2288 -1.5092 8.7543 -0.010
H -30.3880 -5.4438 0.6164 0.057
C -30.0042 -5.6770 4.0735 -0.545
C -18.3436 1.1485 0.2008 0.000
C -26.2427 -7.4255 2.3080 -0.111
H -28.5695 3.1816 8.3366 0.085
H -23.1827 -6.4062 7.6528 0.118
H -24.7236 -0.5634 8.9751 0.077
H -17.7804 1.5913 1.0222 0.083
H -27.6736 -6.1450 0.2119 0.073
H -24.3316 -4.7100 -4.8215 0.134
O -27.9194 0.3156 6.6440 0.078
O -21.4876 -7.5643 8.0528 0.067
H -31.2645 -3.3157 8.1239 0.091
H -19.5659 0.0165 1.6507 0.141
C -26.0951 -2.7281 3.1219 -0.424
C -22.1388 -6.5350 7.3665 -0.096
H -24.2749 -3.5008 3.9902 0.086
O -27.2365 -4.9346 8.9196 0.114
H -19.1166 -5.4984 0.4640 0.135
H -23.1253 -3.3268 0.4145 0.083
C -29.7337 -6.6778 6.0779 -0.101
C -23.6829 -0.7241 0.6264 -0.016
C -29.9288 -3.8552 -0.7556 -0.366
H -21.8713 0.1476 -2.2906 0.086
H -26.3776 -6.8188 5.0606 0.056
H -21.4317 -0.1291 3.1102 0.108
H -26.0708 1.3910 8.4827 0.138
C -19.0218 -0.1420 0.7196 -0.328
C -23.4745 0.2855 5.7717 0.018
H -23.4509 -3.7462 8.0460 0.131
H -22.8144 0.4453 6.6242 0.078
H -20.9457 0.3662 4.7449 0.138
H -23.6377 0.0731 -2.0922 0.104
H -26.5280 1.2695 -5.2055 0.130
O -27.4337 1.2146 4.6482 0.165
C -21.2359 -8.6363 7.2596 -0.532
O -17.7934 -3.3371 0.5387 0.107
C -23.3663 2.6408 2.6836 -0.180
H -25.2668 2.6685 3.9102 0.095
C -26.9791 1.7918 8.0326 -0.363
H -31.4361 -0.4534 6.8519 0.129
H -28.8786 0.9330 8.2095 0.135
H -17.6251 0.9608 -0.5971 0.095
H -21.9076 2.3587 -3.3448 0.109
C -24.6821 -1.9352 1.0545 -0.467
H -31.4629 -3.4726 -2.0256 0.128
O -20.6809 -9.6524 7.6250 0.132
H -28.4547 -7.5090 -0.3772 0.095
C -27.4124 1.2673 5.8822 -0.498
O -26.9437 -10.7913 2.8038 0.125
H -28.5175 -8.1004 4.9881 0.155
H -25.7433 -1.4172 4.9445 0.060
O -25.2366 -4.7713 7.9052 0.091
C -22.0617 -7.0306 5.8981 -0.295
C -18.3516 -2.2431 0.3802 -0.482
O -26.1038 -4.4453 -3.8042 0.033
O -26.4080 -8.5795 3.1136 0.047
O -25.4679 -5.8951 -2.2237 0.053
C -21.1735 -5.8088 0.0866 -0.016
H -26.6968 -6.5318 2.7361 0.114
O -26.3408 -0.5046 2.0432 -0.254
H -20.9165 -0.8446 0.1946 0.110
C -26.8758 -9.6411 2.4020 -0.525
H -23.3896 -7.4550 4.1203 0.079
C -27.0553 -0.4992 -4.1622 -0.336
H -27.0385 3.9602 8.6562 0.082
H -29.8385 -3.4478 -2.8652 0.126
H -24.9684 -2.6815 -1.0752 0.050
C -23.2355 -6.3769 -2.9794 -0.018
O -19.3339 -8.7944 2.9040 0.138
O -19.8088 -6.6226 3.1628 0.061
C -24.2487 -5.2631 -2.6695 -0.285
O -30.4418 -4.9802 3.1703 0.139
C -27.3046 0.9078 -4.5316 -0.117
H -29.0908 -1.1860 -4.3069 0.091
C -30.5036 -2.9119 7.4560 -0.004
O -18.0254 -1.0995 0.9902 0.103
O -19.3976 -2.0562 -0.5042 0.064
C -22.9365 -0.1002 -4.1311 -0.190
C -22.8562 -0.6631 4.6846 -0.284
H -26.0395 -0.8629 -4.3166 0.143
O -27.0063 -9.2414 1.1406 0.102
C -25.0393 -3.8267 3.2848 -0.142
H -23.3161 -1.1211 -4.0876 0.097
O -21.2028 -3.6625 5.2292 0.084
H -23.8809 1.2051 5.3506 0.077
H -22.9237 -1.1038 -0.0575 0.039
C -27.4275 -3.3471 2.5658 -0.002
H -24.3223 -0.1947 6.2601 0.049
H -24.8986 2.4678 -0.1552 0.096
H -27.5556 -0.2052 8.6040 0.141
H -23.8930 -4.5736 -1.9039 0.129
C -26.3191 -4.2859 8.4415 -0.594
H -26.2480 -3.0694 0.0440 0.062
H -23.1790 2.5553 -2.1440 0.100
C -23.2101 3.0598 1.2486 -0.166
H -22.7596 -6.9136 -2.1587 0.062
C -29.8723 -1.6235 -0.3939 -0.478
O -22.7505 -1.9586 5.2032 0.072
H -28.2922 1.0137 -4.9805 0.139
H -26.0905 -1.4712 -0.6562 0.061
H -31.4755 -3.2536 5.5142 0.150
C -26.4005 -2.1978 4.5613 -0.012
O -27.2677 1.5796 -3.3164 0.088
H -21.2740 -4.7550 -0.1732 0.080
C -27.2535 0.7707 -2.2997 -0.560
C -21.5906 -2.5227 4.8657 -0.558
H -31.7971 -4.6619 -0.0444 0.093
C -22.8710 1.9724 -3.0120 -0.152
H -23.6995 -7.0883 -3.6626 0.091
H -30.2728 -7.6176 6.1980 0.137
O -27.8081 -5.6452 -2.7567 0.070
H -24.0054 -2.1017 9.6415 0.099
O -23.9371 0.7469 -4.7216 -0.163
H -27.3411 -1.6472 4.5495 0.060
H -25.9593 -7.7242 0.1669 0.152
C -26.6988 -7.8681 0.9546 -0.301
O -20.8552 -1.6761 4.2489 0.106
C -23.7166 -3.0853 1.2978 -0.168
O -31.3642 -0.6037 4.8480 0.077
O -25.5335 2.7402 1.8234 -0.116
H -23.5551 -5.8890 4.9622 0.073
O -29.6034 -0.5600 0.1397 0.166
H -24.8329 2.3119 -3.5304 0.108
O -30.2674 -1.7956 -1.7101 0.043
H -27.0880 -6.7777 6.6849 0.083
C -30.7961 -5.0115 -0.2972 -0.013
H -28.9493 -4.2807 -0.9740 0.123
H -26.4493 -3.0088 5.2879 0.066
H -20.0016 -0.1300 -1.1833 0.121
C -28.6106 -7.0239 5.1314 -0.303
H -27.8394 -2.4696 -4.4116 0.067
C -25.5266 -2.2967 -0.2218 -0.008
O -27.2522 -0.4889 -2.7807 0.072
H -22.0762 -0.1188 -4.8001 0.118
C -24.3838 -3.7264 7.4825 -0.074
C -30.2049 -1.1087 4.4345 -0.521
H -22.6126 2.3118 0.7274 0.079
C -19.9447 -0.7527 -0.2905 -0.103
H -28.1893 -1.4773 -5.8047 0.084
C -24.7066 3.0830 0.7240 -0.182
H -28.2404 -2.6380 2.4094 0.075
C -24.6958 -4.3861 -3.8465 -0.100
O -26.7675 2.1427 6.7053 0.086
H -24.2668 0.0638 0.1507 0.064
C -22.8278 0.4507 -2.7163 -0.137
H -25.0398 -4.7879 1.2984 0.087
C -24.3131 -4.3513 1.9836 -0.138
H -22.2995 -6.0723 -3.4477 0.085
N -25.4758 -1.6525 2.2328 -0.186
H -23.7345 2.8634 -4.8206 0.118
C -23.3764 -6.9567 5.0896 0.003
C -27.2403 -6.4955 5.6431 0.001
O -28.8560 -6.2938 3.9864 0.081
H -27.7420 -4.0630 3.3252 0.055
O -26.2202 -2.9695 8.5761 0.102
C -30.4153 -3.1750 -1.9815 -0.123
H -30.0237 -2.0908 7.9885 0.079
H -30.7906 -5.7592 -1.0904 0.092
H -23.6144 -5.1430 2.2540 0.074
H -21.0975 -6.4246 -0.8095 0.072
C -27.9547 -7.1511 0.5229 -0.012
C -23.9363 2.0699 -4.1010 -0.168
O -27.3315 1.0591 -1.1202 0.166
H -25.1631 -7.2899 2.2439 0.122
H -27.2154 -5.4113 5.7529 0.082
H -25.0058 4.0961 0.4552 0.107
H -22.7296 3.0490 3.4686 0.104
H -23.2464 -1.3242 8.3198 0.087
O -19.7645 -7.3971 1.1347 0.098
H -22.9219 -2.7565 1.9675 0.097
H -29.3648 -6.2508 7.0104 0.132
H -23.1458 -0.3039 1.4767 0.044
H -22.7274 4.0350 1.1858 0.098
H -19.2373 -4.7273 2.4525 0.125
H -25.5157 -4.6903 3.7490 0.082
H -24.8289 4.1885 3.2452 0.108
```

Summary:
* LUMO: 1.58 eV
* charge: -1
* Kohn-Sham gap: 0.1281 Eh
* molecular weight: 1525.5 g/mol
* max |F|: 6.3 eV/Å
* calculated total energy: -150463.8452 eV